The following is a DFT calculation (the ωB97M-V functional and the def2-TZVPD basis) of a 3-piece molecular cluster, C26H48F2N3O6PS overall in a non-equilibrium geometry.

* Kohn-Sham gap (spin up / spin down): 8.40 / 9.46 eV
* expectation value of S²: 2.008
* lowest unoccupied orbital energy (spin up / spin down): 0.010 / 0.010 Ha
* multiplicity: 3
* max |F|: 1.55 eV Å⁻¹

Positions of all 87 atoms, in Å:
C 6.286 -3.209 7.530
C 5.991 -3.435 6.393
C 5.643 -3.667 5.000
C 5.734 -2.359 4.188
C 4.418 -1.642 3.861
P 3.427 -1.013 5.255
N 4.129 0.774 5.112
C 5.257 1.078 5.874
O 5.671 2.160 6.123
F 5.897 -0.035 6.261
C 3.103 1.696 5.442
O 2.485 2.358 4.688
F 2.839 1.692 6.764
S 2.268 -2.932 5.568
C 0.642 -2.385 6.067
O 2.099 -3.649 4.315
O 2.827 -3.673 6.680
H 6.579 -2.912 8.505
H 6.386 -4.358 4.601
H 4.682 -4.165 4.904
H 6.436 -1.698 4.685
H 6.174 -2.595 3.221
H 4.681 -0.752 3.296
H 3.798 -2.256 3.214
H 2.183 -0.445 4.946
H 3.773 -1.074 6.607
H 0.055 -3.296 6.111
H 0.230 -1.753 5.284
H 0.678 -1.879 7.025
C -0.580 3.979 -1.111
C -0.176 2.508 -1.346
C -1.361 1.581 -1.076
C -1.693 1.425 0.408
C -0.454 1.016 1.204
C 0.741 1.945 0.983
N 0.985 2.123 -0.482
O 1.627 1.122 -0.975
C 0.499 3.293 1.681
C 1.987 1.356 1.625
C 0.235 2.398 -2.808
H -1.336 4.098 -0.337
H 0.284 4.588 -0.845
H -1.003 4.395 -2.025
H -1.144 0.593 -1.492
H -2.232 1.957 -1.618
H -2.117 2.349 0.810
H -2.465 0.662 0.522
H -0.681 0.990 2.273
H -0.170 -0.002 0.917
H 1.283 4.006 1.422
H 0.527 3.147 2.761
H -0.462 3.742 1.448
H 2.191 0.347 1.269
H 1.854 1.312 2.704
H 2.865 1.971 1.423
H 1.106 3.022 -3.019
H -0.594 2.737 -3.429
H 0.469 1.374 -3.090
C -2.315 -0.433 -6.700
C -2.676 -1.036 -5.326
C -3.424 -2.359 -5.505
C -4.862 -2.188 -5.993
C -5.630 -1.215 -5.100
C -4.926 0.133 -4.929
N -3.504 -0.084 -4.518
O -3.415 -0.339 -3.260
C -5.016 0.948 -6.229
C -5.629 0.956 -3.858
C -1.361 -1.282 -4.597
H -3.037 -0.671 -7.478
H -2.218 0.651 -6.640
H -1.356 -0.827 -7.035
H -3.439 -2.888 -4.547
H -2.859 -2.984 -6.201
H -4.880 -1.850 -7.033
H -5.362 -3.158 -5.982
H -6.629 -1.036 -5.505
H -5.767 -1.671 -4.115
H -4.407 1.850 -6.159
H -6.050 1.254 -6.388
H -4.712 0.399 -7.115
H -5.709 0.417 -2.916
H -6.637 1.193 -4.199
H -5.099 1.891 -3.673
H -0.829 -0.346 -4.421
H -0.733 -1.925 -5.215
H -1.510 -1.777 -3.640